Entry 1:
{
  "formula": "C3H9N2S",
  "method": "wB97M-V/def2-TZVPD",
  "energy_ha": -627.0455,
  "multiplicity": 1,
  "charge": 1,
  "homo_lumo_gap_ev": 8.4,
  "e_lumo_ev": -6.1,
  "elements": ["C", "C", "C", "N", "N", "S", "H", "H", "H", "H", "H", "H", "H", "H", "H"],
  "xyz": [[1.332, -0.140, -0.296], [-0.541, -0.862, 1.124], [0.305, -1.147, -0.165], [0.133, 2.133, 0.229], [-0.643, -1.074, -1.252], [2.579, 0.361, -0.946], [-0.235, 0.091, 1.504], [-0.232, -1.610, 1.934], [-1.660, -0.822, 1.005], [0.981, -2.120, -0.111], [-0.531, 2.577, 0.895], [-0.338, 1.384, -0.209], [-1.243, -0.255, -1.215], [0.300, 2.879, -0.416], [-0.207, -1.396, -2.083]],
  "forces_ev_per_angstrom": [[1.643, -0.457, -1.541], [0.592, -1.590, 1.651], [-1.892, -0.713, 1.974], [-0.277, 1.173, 1.871], [1.104, -0.748, 0.773], [0.320, 0.621, 0.350], [0.079, 0.572, 0.445], [-0.821, 0.988, -1.106], [1.325, -0.516, -0.319], [-1.775, 1.567, -0.239], [0.602, -0.777, -0.327], [-1.040, -0.292, -0.813], [0.216, -0.388, -0.594], [0.310, 0.157, -0.810], [-0.385, 0.404, -1.313]]
}


Entry 2:
{
  "formula": "C4H5NO",
  "method": "wB97M-V/def2-TZVPD",
  "energy_ha": -285.2159,
  "multiplicity": 1,
  "homo_lumo_gap_ev": 11.0,
  "e_lumo_ev": 0.8,
  "elements": ["O", "C", "N", "C", "C", "C", "H", "H", "H", "H", "H"],
  "xyz": [[-2.005, 1.065, -1.046], [-1.428, 0.910, -0.033], [-0.334, 0.660, 0.633], [0.929, 0.374, -0.061], [1.097, -1.050, -0.376], [1.242, -2.217, -0.634], [-2.249, 1.039, 1.204], [-1.357, 0.800, 1.549], [1.000, 0.971, -0.978], [1.737, 0.701, 0.601], [1.368, -3.253, -0.859]],
  "forces_ev_per_angstrom": [[0.296, -0.096, 0.602], [-0.046, 0.027, -0.250], [-0.203, 0.005, -0.042], [0.119, 0.055, -0.079], [0.090, -0.493, -0.133], [-0.075, 0.475, 0.119], [0.000, -0.002, -0.047], [-0.037, 0.030, -0.205], [0.013, -0.119, 0.103], [-0.130, -0.074, -0.104], [-0.026, 0.191, 0.034]]
}


Entry 3:
{
  "formula": "HO2PZn",
  "method": "wB97M-V/def2-TZVPD",
  "energy_ha": -2271.4600,
  "multiplicity": 2,
  "charge": 1,
  "homo_lumo_gap_ev": [5.9, 11.1],
  "e_lumo_ev": [-6.9, -6.9],
  "elements": ["P", "O", "Zn", "O", "H"],
  "xyz": [[0.404, 0.841, -0.773], [1.336, -0.160, 0.029], [-0.052, -1.566, 0.481], [-1.049, -0.021, -0.464], [-2.066, 0.275, -0.848]],
  "forces_ev_per_angstrom": [[1.046, -3.350, 2.450], [-2.538, 3.297, -2.564], [0.099, -1.690, 0.932], [-2.723, 2.736, -2.230], [4.115, -0.993, 1.412]]
}


Entry 4:
{
  "formula": "C4H7NO2",
  "method": "wB97M-V/def2-TZVPD",
  "energy_ha": -361.8534,
  "multiplicity": 1,
  "homo_lumo_gap_ev": 10.6,
  "e_lumo_ev": 0.6,
  "smiles": "C[C@@H](C=O)C(N)=O",
  "elements": ["C", "C", "C", "O", "C", "N", "O", "H", "H", "H", "H", "H", "H", "H"],
  "xyz": [[-1.078, -1.178, 0.742], [-0.402, -0.142, -0.138], [-0.933, 1.277, -0.190], [-2.043, 1.644, 0.091], [1.065, 0.135, 0.189], [1.795, 0.422, -0.927], [1.495, 0.308, 1.313], [-0.860, -0.978, 1.793], [-2.155, -1.162, 0.571], [-0.707, -2.188, 0.513], [-0.496, -0.425, -1.201], [-0.153, 1.953, -0.599], [1.692, -0.207, -1.710], [2.730, 0.678, -0.656]],
  "forces_ev_per_angstrom": [[-0.016, 0.085, 0.073], [0.343, -0.342, 0.003], [-0.735, 0.270, 0.068], [0.459, -0.259, 0.005], [-0.343, -0.217, 0.365], [0.521, -0.168, 0.109], [-0.398, -0.166, -0.412], [-0.134, 0.038, -0.090], [0.040, 0.017, 0.135], [-0.067, 0.334, -0.008], [0.237, -0.105, 0.150], [-0.372, 0.318, 0.050], [0.060, 0.261, -0.066], [0.406, -0.065, -0.382]]
}


Entry 5:
{
  "formula": "C2H13NO4",
  "method": "wB97M-V/def2-TZVPD",
  "energy_ha": -439.6534,
  "multiplicity": 1,
  "homo_lumo_gap_ev": 9.8,
  "e_lumo_ev": 0.4,
  "smiles": "CNCO.O.O.O",
  "elements": ["C", "N", "C", "O", "H", "H", "H", "H", "H", "H", "H", "O", "H", "H", "O", "H", "H", "O", "H", "H"],
  "xyz": [[-0.768, -0.267, -1.402], [-0.620, 1.081, -2.108], [0.243, 1.958, -1.454], [-0.584, 2.700, -0.425], [0.232, -0.912, -1.455], [-1.561, -0.922, -1.772], [-0.990, 0.080, -0.412], [-0.672, 0.954, -3.088], [1.114, 1.488, -0.949], [0.598, 2.783, -2.158], [-1.222, 2.888, -1.021], [-0.936, -2.297, 3.329], [-0.672, -3.076, 2.795], [-0.882, -1.524, 2.756], [-0.136, 0.122, 2.120], [-0.617, 0.862, 1.741], [0.733, 0.546, 2.161], [1.941, -1.994, 0.634], [2.216, -2.924, 0.622], [2.581, -1.547, 0.086]],
  "forces_ev_per_angstrom": [[2.227, 0.501, -0.895], [-1.080, -3.128, 0.690], [0.356, 2.282, 0.081], [4.624, -2.091, 1.642], [-1.929, 1.451, 0.368], [-0.057, 0.595, -0.193], [0.027, -0.755, 0.778], [0.600, 0.613, -0.824], [-0.612, 0.301, -0.014], [-0.172, -1.285, 0.696], [-3.990, 1.390, -2.284], [0.001, -1.097, -0.165], [-0.249, 0.964, 0.396], [0.326, 0.026, -0.127], [0.395, 0.859, -0.233], [-0.689, 0.064, -0.158], [0.167, -0.674, 0.265], [-0.170, -0.632, 0.203], [-0.110, 0.406, 0.040], [0.331, 0.209, -0.268]]
}


Entry 6:
{
  "formula": "C10H9NO2",
  "method": "wB97M-V/def2-TZVPD",
  "energy_ha": -591.3878,
  "multiplicity": 3,
  "homo_lumo_gap_ev": [5.1, 6.4],
  "e_lumo_ev": [-0.1, -3.1],
  "elements": ["C", "C", "C", "C", "C", "C", "C", "C", "C", "C", "N", "O", "O", "H", "H", "H", "H", "H", "H", "H", "H", "H"],
  "xyz": [[2.610, -1.671, 0.602], [2.218, -1.462, -0.761], [2.146, -0.779, 1.532], [1.568, -0.328, -1.173], [1.552, 0.396, 1.133], [1.330, 0.650, -0.165], [-2.902, 0.381, 0.139], [-1.870, -0.389, 0.865], [0.601, 1.786, -0.559], [-3.333, 0.152, -1.135], [-0.265, 2.560, -0.739], [-1.090, 3.380, -0.996], [-1.474, -0.198, 1.991], [3.154, -2.510, 0.870], [2.594, -2.179, -1.485], [2.131, -0.985, 2.595], [1.338, 0.029, -2.198], [1.494, 1.218, 1.893], [-3.290, 1.215, 0.626], [-1.703, -1.321, 0.186], [-2.617, -0.542, -1.648], [-4.191, 0.597, -1.571]],
  "forces_ev_per_angstrom": [[-1.107, 0.242, -1.717], [0.459, 0.428, -1.252], [-1.285, 1.750, 1.314], [1.175, -1.155, -0.882], [2.120, -0.240, 6.275], [-3.411, 4.334, -4.833], [-0.521, 0.484, -1.781], [-0.741, -1.401, -1.337], [2.884, -3.503, 1.420], [3.285, -1.543, 2.249], [-0.707, 0.326, -0.145], [-0.980, 1.322, -0.355], [-0.096, -0.123, -1.033], [0.894, -1.489, 0.402], [-0.363, -0.002, -0.068], [0.599, 0.021, 0.014], [0.272, -1.052, 0.592], [-0.598, -0.996, -0.766], [-0.994, 1.156, 1.280], [0.857, 0.701, 1.320], [-1.458, 0.255, -0.202], [-0.283, 0.486, -0.495]]
}


Number 1: molecular weight 105.19 g/mol. Number 2: molecular weight 83.09 g/mol. Number 3: molecular weight 129.37 g/mol. Number 4: molecular weight 101.10 g/mol. Number 5: molecular weight 115.13 g/mol. Number 6: molecular weight 175.19 g/mol.